<one>
The molecule C3H3O2P, computed with the ωB97M-V functional and the def2-TZVPD basis.

Each line ends with the Mulliken charge.
Atoms and positions in Å:
C 1.216 -1.555 -0.874  -0.26
C 1.421 -1.398 0.592  -0.03
C -1.333 0.284 -0.040  -0.62
O 2.362 1.254 0.354  -0.54
O -0.097 0.959 0.240  -0.26
P 1.350 0.259 0.238  0.85
H -2.006 1.103 -0.458  0.24
H -1.666 -0.353 0.787  0.32
H -1.248 -0.553 -0.839  0.31

Output
Kohn-Sham gap = 9.3 eV
Charge = 0
SMILES = COP1(=O)C#C1


<two>
The molecule C3H3O2P, computed with the ωB97M-V functional and the def2-TZVPD basis.

Each line ends with the Mulliken charge.
Atoms and positions in Å:
C 1.339 1.203 0.100  -0.31
C 0.662 -1.167 0.106  -0.83
C 0.362 0.149 0.042  0.72
O 2.580 0.973 -0.021  -0.22
O -0.956 0.544 -0.064  -0.47
P 3.302 -0.448 -0.048  0.05
H 1.133 2.203 0.188  0.45
H 0.281 -2.102 -0.458  0.29
H -1.337 -0.313 -0.175  0.30

Output
Kohn-Sham gap (spin up / spin down) = 7.6 / 7.2 eV
Charge = 0


Which is the most stable structure? <one> is the most stable.